Below is C31H43BF4N3O2Se2Tc as an isolated structure, with properties calculated with ωB97M-V with the def2-TZVPD basis set.

The geometry in XYZ format:
```
87
Properties=species:S:1:pos:R:3
Tc -1.10672 -0.54084 -0.87019
C -3.18921 -3.07397 -2.16687
Se -2.83548 -2.40858 -0.36481
C -1.74228 -3.91933 0.20556
C -0.54692 -4.24179 -0.66314
Se 0.66166 -2.74403 -1.05856
C 0.94900 -3.12845 -2.94376
H -3.50392 -4.11168 -2.07476
H -2.31353 -3.00943 -2.80906
H -4.00613 -2.49390 -2.58733
H -2.43182 -4.76443 0.21645
H -1.46214 -3.68142 1.22797
H -0.84105 -4.67401 -1.61853
H 0.06862 -4.97277 -0.14010
H 1.27156 -4.16196 -3.04092
H 1.75726 -2.47175 -3.25259
H 0.05823 -2.95501 -3.54174
F -1.99473 -1.38510 2.21396
B -0.66440 -1.05842 2.28492
F 0.16421 -2.12515 2.01420
F -0.43204 -0.13897 0.98662
F -0.31358 -0.27201 3.31149
C -2.60833 2.81553 -2.01536
C -3.21926 1.41356 -1.85624
C -3.06594 0.65847 -3.18083
C -2.39639 0.75939 -0.77468
C -4.67784 1.44799 -1.39556
C -5.34167 2.63383 -1.09996
C -6.65938 2.61750 -0.65968
C -7.33020 1.41734 -0.49548
C -6.67621 0.22639 -0.77809
C -5.36673 0.24787 -1.22728
H -1.57931 2.73591 -2.37116
H -2.60516 3.37283 -1.07856
H -3.17341 3.38476 -2.75485
H -2.00631 0.48251 -3.41545
H -3.48411 1.23701 -4.00494
H -3.57922 -0.30113 -3.16711
H -2.57637 1.16725 0.22907
H -4.84891 3.58913 -1.21175
H -7.15902 3.55213 -0.44203
H -8.35531 1.40817 -0.15084
H -7.18558 -0.71937 -0.64882
H -4.87977 -0.69461 -1.44973
C 1.92508 1.97167 -2.80237
C 1.45502 2.83986 -1.63629
C 0.99153 1.81318 -0.62123
O 0.57491 0.65327 -1.40783
C 0.88847 0.86749 -2.80715
H 2.91115 1.55768 -2.59642
H 1.96135 2.50312 -3.75134
H 0.63139 3.48844 -1.93831
H 2.24746 3.46694 -1.23223
H 0.14612 2.12573 -0.01200
H 1.79634 1.47045 0.02732
H -0.02546 1.17920 -3.32196
H 1.23921 -0.08464 -3.20329
C 0.76125 1.91276 6.91290
C 1.57812 1.38105 5.77058
C 1.48978 1.93043 4.49745
C 2.25958 1.44588 3.45648
C 3.13490 0.38398 3.65780
N 3.85734 -0.08754 2.53949
C 5.07158 -0.71538 2.56808
O 5.67919 -1.02108 3.56779
N 5.63826 -0.99242 1.31798
C 5.13433 -0.86849 0.02424
C 5.98870 -0.49810 -1.01453
C 5.51844 -0.49441 -2.31260
C 4.19450 -0.83864 -2.54228
N 3.35865 -1.17388 -1.56374
C 3.81998 -1.20077 -0.31625
C 3.23014 -0.19015 4.92316
C 2.45636 0.31548 5.95274
H 0.00471 2.61442 6.56300
H 1.38768 2.43434 7.63914
H 0.25031 1.10653 7.44065
H 0.80442 2.75003 4.31625
H 2.17142 1.89043 2.47126
H 3.52781 0.23504 1.64685
H 6.60998 -1.24109 1.41954
H 7.01685 -0.23888 -0.79359
H 6.16781 -0.23315 -3.13670
H 3.80282 -0.86456 -3.55448
H 3.13130 -1.55683 0.44442
H 3.90166 -1.01490 5.09605
H 2.53738 -0.14204 6.93196
```

Output
E_LUMO (alpha / beta) = -3.660 / -3.863 eV
HOMO-LUMO gap (alpha / beta) = 6.15 / 5.95 eV
2S+1 = 2
Max |F| = 0.0106 Eh/bohr
⟨S²⟩ = 0.77
Energy relative to the best compared isomer or geometry (same formula, charge and spin) = 17.9 kcal per mole
Total charge = +1
HOMO level (alpha / beta) = -9.81 / -9.81 eV

Here are the Mulliken charges for atoms 1 to 8, given in e:
1. Tc 0.3933
2. C -1.0444
3. Se 0.2557
4. C -0.7830
5. C -0.9618
6. Se 0.3024
7. C -1.0333
8. H 0.4610



Below is C31H43BF4N3O2Se2Tc as an isolated structure, with properties calculated with ωB97M-V with the def2-TZVPD basis set.

The geometry in XYZ format:
```
87
Properties=species:S:1:pos:R:3
Tc 1.41611 0.25065 -0.13700
C 4.19905 2.46287 -0.19308
Se 3.00863 1.78329 1.19395
C 1.99394 3.44264 1.38131
C 1.44196 4.00197 0.08900
Se 0.23937 2.75343 -0.82631
C 0.75263 3.21025 -2.64593
H 4.60696 3.41889 0.13162
H 3.67049 2.58016 -1.13590
H 5.02207 1.76355 -0.31296
H 2.68638 4.15691 1.82918
H 1.21017 3.22622 2.10344
H 2.22524 4.28618 -0.61079
H 0.85566 4.89339 0.31080
H 0.64809 4.28367 -2.78095
H 0.03759 2.70507 -3.28960
H 1.76815 2.89494 -2.86964
F 1.16745 0.95100 3.22085
B -0.11035 0.77720 2.74210
F -0.66150 1.94795 2.29472
F 0.12008 -0.05980 1.36796
F -0.89372 -0.03148 3.47391
C 2.65422 -3.01136 -1.43448
C 3.38158 -1.83995 -0.75515
C 3.65572 -0.74902 -1.80704
C 2.40309 -1.26815 0.23055
C 4.65423 -2.26982 -0.04097
C 5.08909 -3.58936 -0.01541
C 6.24488 -3.94004 0.67150
C 6.97795 -2.97962 1.34809
C 6.54999 -1.65904 1.33596
C 5.39940 -1.31347 0.64860
H 1.77282 -2.63712 -1.95682
H 2.33352 -3.76188 -0.71107
H 3.30598 -3.49211 -2.16529
H 2.69930 -0.33139 -2.17634
H 4.17246 -1.15093 -2.67959
H 4.26358 0.05749 -1.40484
H 2.23326 -1.82537 1.15795
H 4.53636 -4.36112 -0.53309
H 6.56926 -4.97205 0.67555
H 7.87599 -3.25590 1.88365
H 7.10936 -0.90057 1.86778
H 5.07450 -0.28023 0.65857
C -1.48367 -1.53958 -2.99483
C -1.49503 -2.50763 -1.81222
C -1.07314 -1.62066 -0.65618
O -0.19723 -0.61858 -1.26203
C -0.25926 -0.69071 -2.71151
H -2.38001 -0.91391 -2.98498
H -1.41969 -2.04000 -3.95875
H -0.77503 -3.31386 -1.96182
H -2.47306 -2.95468 -1.64385
H -0.50902 -2.12485 0.12417
H -1.90645 -1.08762 -0.20056
H 0.65536 -1.16439 -3.07705
H -0.33919 0.32898 -3.07992
C -3.22737 -2.18809 5.50862
C -3.55917 -1.39344 4.27663
C -3.68678 -2.00342 3.03633
C -3.99789 -1.26087 1.90765
C -4.17974 0.11317 1.99995
N -4.44497 0.82727 0.81089
C -5.27017 1.91783 0.69990
O -5.89188 2.42004 1.60580
N -5.36760 2.41353 -0.59851
C -4.55077 2.14453 -1.69868
C -5.07847 2.01637 -2.97990
C -4.21890 1.77881 -4.03955
C -2.85912 1.67284 -3.79043
N -2.34206 1.81386 -2.56971
C -3.16617 2.04996 -1.55559
C -4.05984 0.74087 3.23483
C -3.75715 -0.01626 4.35166
H -2.93679 -3.20689 5.25490
H -4.08734 -2.23998 6.17894
H -2.40692 -1.72740 6.06002
H -3.55024 -3.07492 2.94943
H -4.14010 -1.75986 0.95123
H -4.25412 0.32280 -0.03990
H -6.17749 2.99825 -0.73119
H -6.14801 2.08717 -3.13491
H -4.59885 1.67356 -5.04619
H -2.16181 1.48797 -4.60094
H -2.70861 2.18507 -0.58220
H -4.21585 1.80636 3.31571
H -3.66134 0.48043 5.30994
```

Output
E_LUMO (alpha / beta) = -3.217 / -3.780 eV
HOMO-LUMO gap (alpha / beta) = 6.68 / 6.12 eV
2S+1 = 2
Max |F| = 0.0069 Eh/bohr
⟨S²⟩ = 0.78
Energy relative to the best compared isomer or geometry (same formula, charge and spin) = 13.1 kcal per mole
Total charge = +1
HOMO level (alpha / beta) = -9.90 / -9.90 eV

Here are the Mulliken charges for atoms 1 to 8, given in e:
1. Tc 0.3910
2. C -1.1157
3. Se 0.3913
4. C -0.7905
5. C -0.8820
6. Se 0.1607
7. C -1.0758
8. H 0.4513



Below is a 14-piece molecular cluster, C31H43Cl39INO3P overall, with properties calculated with ωB97M-V with the def2-TZVPD basis set.

The geometry in XYZ format:
```
119
Properties=species:S:1:pos:R:3
C 1.69577 -3.31784 -0.03063
C 0.62092 -3.55751 -1.22942
O 0.65051 -2.41017 -2.13568
C -0.54121 -1.62608 -2.01268
N -0.54974 -0.72742 -0.81031
C -0.21337 0.71884 -1.08035
C 1.06001 0.94014 -2.06478
C 2.05967 2.05419 -1.44591
C 2.47276 3.36299 -2.17351
C 3.41596 4.35695 -1.41232
C 3.96989 4.11352 0.00781
C 3.58436 2.78145 0.70913
C 4.05324 2.35113 2.18224
C 2.65286 1.80720 -0.03463
C -1.46392 1.58706 -1.62259
O -2.63534 1.50485 -0.73997
C -2.96926 0.07542 -0.76494
C -4.47234 -0.22965 -0.31458
I -5.73918 0.39654 -2.01729
C -4.90328 0.43508 1.08266
C -6.53414 0.48307 1.09840
C -1.84457 -0.78625 -0.00882
P -1.56889 -0.33665 1.81034
O -1.37310 1.16423 2.08751
H 2.32785 -2.38356 -0.25569
H 1.19931 -3.15240 0.98466
H 2.41611 -4.20888 0.04975
H -0.41199 -3.79282 -0.80397
H 0.96242 -4.47552 -1.81312
H -0.65779 -1.03437 -2.99774
H -1.42905 -2.36826 -2.01140
H 0.19608 -1.09066 -0.17273
H 0.05843 1.17803 -0.05308
H 1.71289 -0.00784 -2.17176
H 0.70510 1.29437 -3.10486
H 2.09050 3.60285 -3.22436
H 3.69212 5.33083 -1.94345
H 4.64186 4.86893 0.55561
H 3.55805 2.95160 3.01486
H 3.70740 1.25802 2.32913
H 5.19243 2.36888 2.23064
H 2.36707 0.82464 0.49794
H -1.72052 1.38410 -2.71940
H -1.13715 2.69397 -1.57573
H -2.90200 -0.21647 -1.88566
H -4.55689 -1.37539 -0.20577
H -4.45398 1.46497 1.28332
H -4.63176 -0.30074 1.93298
H -6.88323 0.48497 2.19486
H -6.92997 1.42088 0.58975
H -6.93720 -0.49444 0.63990
H -2.17863 -1.89147 -0.02524
H -2.66291 -0.78682 2.63495
H -0.41020 -1.08313 2.27930
C 6.59381 3.13946 5.61424
Cl 5.42792 1.91296 6.13322
Cl 7.40163 2.63426 4.12402
Cl 5.79853 4.70302 5.38615
H 7.34403 3.24717 6.39527
C 5.17085 -1.40551 3.93246
Cl 6.60487 -2.34273 3.48918
Cl 3.97020 -1.45435 2.63054
Cl 4.47541 -2.00448 5.44587
H 5.47185 -0.36919 4.08048
C 1.18142 -3.70655 4.54420
Cl 0.50515 -2.07428 4.65491
Cl 0.11173 -4.87761 5.32644
Cl 1.45938 -4.14992 2.85360
H 2.13862 -3.71646 5.06225
C -4.99428 4.79300 1.78007
Cl -3.79448 3.49298 1.83513
Cl -4.62614 5.92329 0.47025
Cl -6.62373 4.12955 1.58924
H -4.95421 5.33596 2.72235
C 8.70347 1.22566 0.22045
Cl 7.73633 2.14096 -0.94431
Cl 9.13116 2.23945 1.60562
Cl 7.82158 -0.21204 0.75167
H 9.62242 0.90903 -0.26906
C 1.59518 2.59012 6.03609
Cl 2.14116 0.98992 5.51274
Cl 2.34308 3.03252 7.57767
Cl 1.95765 3.79631 4.79462
H 0.51665 2.55322 6.17600
C -4.63072 -3.79361 2.40604
Cl -5.14849 -3.73431 0.71389
Cl -2.87528 -3.58817 2.52907
Cl -5.46929 -2.56148 3.35794
H -4.88833 -4.77078 2.80814
C -8.37077 -0.08312 -5.82736
Cl -10.09916 -0.45717 -5.81094
Cl -7.94737 0.95594 -4.45856
Cl -7.41226 -1.56991 -5.79878
H -8.14467 0.45275 -6.74711
C -12.40725 -2.93191 -4.24688
Cl -14.13552 -3.30814 -4.22955
Cl -11.98299 -1.89151 -2.87998
Cl -11.44678 -4.41764 -4.21925
H -12.18272 -2.39663 -5.16727
C -4.22553 -8.39550 3.05600
Cl -4.78783 -8.21065 4.72234
Cl -4.90372 -7.12401 2.02642
Cl -2.45811 -8.37155 2.98915
H -4.56990 -9.35795 2.68252
C 3.82928 2.09728 -6.08265
Cl 3.23796 2.20308 -4.41406
Cl 3.13645 3.39130 -7.06938
Cl 5.59669 2.16309 -6.12184
H 3.51365 1.14216 -6.49929
C 7.64413 5.11748 -4.56654
Cl 7.06627 5.20284 -2.89637
Cl 7.03397 6.48631 -5.50648
Cl 9.41202 5.07011 -4.61169
H 7.26553 4.20051 -5.01251
C 4.20975 -2.35209 -4.03271
Cl 3.75923 -0.65195 -4.23499
Cl 5.74374 -2.68752 -4.84574
Cl 4.31476 -2.76884 -2.31860
H 3.43797 -2.96872 -4.48966
```

Output
E_LUMO = -2.064 eV
HOMO-LUMO gap = 8.49 eV
2S+1 = 1
Max |F| = 0.0860 Eh/bohr
Energy relative to the best compared isomer or geometry (same formula, charge and spin) = 84.2 kcal per mole
Total charge = +1
HOMO level = -10.55 eV

Here are the Mulliken charges for atoms 1 to 8, given in e:
1. C 0.2376
2. C -0.4037
3. O -0.2754
4. C -0.7948
5. N 0.7277
6. C -0.1479
7. C -0.0368
8. C 0.6646